Model a:
Computed, not measured: a cluster of 2 separate species, C7H15NO in total, with the ωB97M-V functional and the def2-TZVPD basis.

The SMILES is CC(C)C=O.C/C=C\N.

```
! wB97M-V def2-TZVPD RIJCOSX def2/J DEFGRID3
* xyz 0 1
C 0.518 0.669 -1.684
C 0.159 1.417 -0.572
C -0.981 -1.166 0.515
C 1.061 1.877 0.516
C -1.794 -0.199 1.356
C 0.321 -1.622 1.152
N 1.824 0.210 -1.944
C -0.895 -0.791 -1.190
O -1.989 -0.539 -1.698
H 0.016 0.916 -2.619
H -0.844 1.831 -0.569
H -1.601 -2.052 0.351
H 2.571 0.846 -1.686
H 2.051 -0.690 -1.536
H -0.234 -1.604 -1.528
H 0.536 1.912 1.472
H 1.939 1.240 0.634
H 1.400 2.893 0.280
H -2.562 0.291 0.751
H 0.122 -2.174 2.077
H -1.172 0.559 1.839
H -2.291 -0.731 2.176
H 0.977 -0.788 1.412
H 0.868 -2.307 0.496
*
```

Model b:
Computed, not measured: a cluster of 2 separate species, C7H15NO in total, with the ωB97M-V functional and the def2-TZVPD basis.

The SMILES is CC1(C)N[C@@H]1O.C=CC.

```
! wB97M-V def2-TZVPD RIJCOSX def2/J DEFGRID3
* xyz 0 1
C 0.329 -1.095 0.991
C -0.587 1.699 -0.863
C -1.007 -0.802 1.633
C 1.371 -1.658 1.929
C 0.568 2.374 -1.532
C -1.590 1.090 -1.562
N 0.786 -0.101 0.002
C 0.390 -1.462 -0.455
O -0.697 -1.553 -1.256
H 1.784 0.073 0.009
H -0.771 2.011 0.157
H 1.196 -2.130 -0.761
H -0.877 -0.139 2.492
H -1.686 -0.331 0.925
H -1.460 -1.732 1.972
H 0.998 -2.562 2.406
H 1.611 -0.939 2.714
H 2.286 -1.914 1.397
H 0.712 2.005 -2.544
H 1.488 2.203 -0.969
H 0.390 3.452 -1.567
H -1.119 -0.575 -1.354
H -1.542 1.071 -2.643
H -2.576 1.015 -1.122
*
```

If you had to name the least stable structure above, which would it be? It would be model a.